{"formula": "C7H4N2O2", "method": "wB97M-V/def2-TZVPD", "homo_energy_ev": -9.428, "e_lumo_ev": -1.6, "relative_energy_kcal_mol": 0.0, "total_energy_ha": -529.10715, "elements": ["C", "C", "C", "C", "C", "C", "C", "N", "N", "O", "O", "H", "H", "H", "H"], "coordinates": [[-2.3367, -1.0128, -0.1111], [-1.1875, -1.7094, -0.0137], [-0.8028, 0.4805, 0.0316], [-0.0359, 1.6944, 0.1495], [1.2996, 1.7216, -0.0420], [2.0299, 0.4866, -0.1103], [1.2444, -0.8489, 0.0427], [-2.0759, 0.3491, -0.0537], [-0.1916, -0.7780, -0.0094], [3.2416, 0.4765, -0.1190], [1.8892, -1.8762, 0.1146], [-3.3192, -1.2666, -0.1903], [-0.8918, -2.7128, -0.0625], [-0.7248, 2.4535, 0.3644], [1.8615, 2.5425, 0.0095]], "atomic_forces_ev_per_a": [[1.7148, 1.5593, 0.4238], [0.2942, 0.0513, -0.6396], [1.1088, -1.5704, -0.2284], [0.7333, -1.1358, -0.6687], [-3.4760, -2.1693, 0.3134], [0.6570, -0.0906, 0.5119], [0.6904, -2.0529, -0.5044], [-0.9517, 0.2406, 0.1583], [2.1119, 1.9575, 0.6566], [-0.7101, -0.5401, -0.2308], [-1.5574, 1.1581, 0.0428], [-2.2821, -1.2201, -0.1621], [-0.1215, -1.2683, 0.0470], [-0.2030, 1.7639, 0.1208], [1.9914, 3.3166, 0.1592]], "mulliken_charge": [-0.6886, -0.1488, 0.5203, -0.5293, -0.6097, 0.5504, 0.4269, -0.6365, 0.0816, -0.5047, -0.4940, 0.5124, 0.4776, 0.4560, 0.5864]}